*1*
The following is a DFT calculation (the ωB97M-V functional and the def2-TZVPD basis) of a molecular structure, C4H3O2S.

Its charge is -1. As for the orbital gap: 7.49 eV.

CARTESIAN COORDINATES (ANGSTROEM)
C: 0.22762 0.40045 0.47064
C: 0.92485 -0.58724 -0.05405
C: 2.85704 0.75437 -0.39548
C: 2.16345 -0.41595 -0.80241
O: 3.04575 1.85272 -0.89523
O: 2.62458 -1.22558 -1.57836
S: 3.53628 -0.18291 1.16919
H: -0.61214 -0.05209 0.91659
H: 0.61595 1.46637 0.62403
H: 0.52887 -1.63621 0.09431

---

*2*
The following is a DFT calculation (the ωB97M-V functional and the def2-TZVPD basis) of a gas-phase ion, C4H3O2S (charge -1).

Its charge is -1. As for the orbital gap: 7.43 eV.

CARTESIAN COORDINATES (ANGSTROEM)
C: -0.19425 0.40794 1.23682
C: -1.87147 2.36054 2.20107
C: 0.72427 0.19221 0.09403
C: -0.80286 0.19152 0.08659
O: -2.86221 2.07212 2.84443
O: -1.38706 3.10201 1.43129
S: -0.31862 0.93420 2.85670
H: 1.21514 0.91837 -0.54255
H: 1.26005 -0.69138 -0.28230
H: -1.69686 -0.01428 -0.58227

---

Stability, descending: *1*, *2*

---

*1*
The following is a DFT calculation (the ωB97M-V functional and the def2-TZVPD basis) of C7H10S2 in the gas phase.

Its charge is 0. As for the orbital gap: 8.20 eV.

CARTESIAN COORDINATES (ANGSTROEM)
C: -1.27424 1.27071 0.50067
C: 0.53098 1.95996 2.31497
C: 0.93341 -0.68175 -1.46497
C: -0.02887 -1.81148 -1.18717
C: 0.94427 0.31440 -0.29003
C: -1.16612 -1.00693 -0.40556
C: -0.53248 0.29952 -0.00854
S: -0.57328 2.71807 1.19487
S: 0.49821 0.39347 2.86117
H: -2.38137 1.13094 0.83705
H: 1.12134 2.62913 2.94022
H: 2.00986 -0.87255 -1.88055
H: 0.50504 -0.15524 -2.36829
H: -0.56624 -2.16298 -2.07177
H: 0.47842 -2.66467 -0.50424
H: 1.42492 -0.10368 0.49021
H: 1.61649 1.19932 -0.51729
H: -2.10192 -0.93533 -0.99240
H: -1.43842 -1.52090 0.55165

---

*2*
The following is a DFT calculation (the ωB97M-V functional and the def2-TZVPD basis) of 2 unconnected molecules or ions with the total composition C7H10S2.

Its charge is 0. As for the orbital gap (spin up / spin down): 6.73 / 5.78 eV.

CARTESIAN COORDINATES (ANGSTROEM)
C: -0.27835 1.01524 -1.86549
C: -0.32743 1.31864 -0.49302
C: 0.10377 -0.29534 -2.02052
C: -0.21862 0.28099 0.36809
C: 0.32363 -1.74763 2.19539
C: -1.67115 0.08938 2.67371
C: 0.19146 -1.05047 -3.27805
S: 0.29304 -1.10769 -0.55788
S: -0.06924 -0.05930 2.07998
H: -0.72199 1.64205 -2.67775
H: -0.79359 2.20950 -0.04939
H: -0.03882 -2.17386 3.15542
H: 1.07444 -2.15366 1.49111
H: -1.90456 -0.48568 3.62105
H: -2.01913 1.16811 2.53686
H: 0.40311 -1.98525 -2.83368
H: -0.65431 -1.07937 -3.85650
H: 1.08818 -0.81691 -3.89705
H: 1.17214 2.08974 2.39522

---

Stability, descending: *1*, *2*

---

*1*
The following is a DFT calculation (the ωB97M-V functional and the def2-TZVPD basis) of 2 unconnected molecules or ions with the total composition C4H8N4O.

Its charge is 0. As for the orbital gap: 8.89 eV.

CARTESIAN COORDINATES (ANGSTROEM)
C: 0.91259 -1.62889 -0.83710
C: -0.14714 0.36733 -0.72778
C: 0.41724 0.42010 0.65374
N: -1.99267 -0.98298 -0.30250
N: 0.53000 1.12925 -1.66555
N: -0.51477 0.37691 1.68619
C: 1.74036 0.45038 0.84885
N: -1.23390 -0.20753 -1.11774
O: 0.31722 -2.42323 -0.26535
H: -2.49127 -1.67107 -0.85300
H: -1.53010 -1.38531 0.51204
H: 0.92181 1.98788 -1.31759
H: 0.02884 1.22218 -2.53424
H: -0.14267 0.65690 2.58223
H: -1.39630 0.81778 1.47438
H: 2.42047 0.38401 0.02260
H: 2.16030 0.48630 1.84082

---

*2*
The following is a DFT calculation (the ωB97M-V functional and the def2-TZVPD basis) of 2 unconnected molecules or ions with the total composition C4H8N4O.

Its charge is 0. As for the orbital gap: 9.44 eV.

CARTESIAN COORDINATES (ANGSTROEM)
C: -1.01529 -3.00377 0.91239
C: -0.22768 -0.13777 1.70747
C: 0.31803 0.44172 -0.51656
C: 0.78218 0.99529 -2.92245
N: -0.32262 0.60525 0.55812
N: 0.05150 -1.43987 1.74977
N: -0.46201 0.48076 2.97953
N: 0.06956 1.04730 -1.72400
O: -1.35407 -2.72206 -0.16168
H: 1.29600 -0.10210 -0.57798
H: 1.81993 0.68196 -2.76816
H: 0.41362 0.20540 -3.66834
H: 0.87208 1.97346 -3.51319
H: 0.09154 -1.65078 2.79432
H: -1.10294 1.18831 3.19026
H: -0.43915 -0.25115 3.72750
H: -0.79069 1.68803 -1.76700

---

*3*
The following is a DFT calculation (the ωB97M-V functional and the def2-TZVPD basis) of C4H8N4O in the gas phase.

Its charge is 0. As for the orbital gap: 9.63 eV.

CARTESIAN COORDINATES (ANGSTROEM)
C: 1.48698 1.03101 -1.30551
C: 0.21727 1.75348 -1.42875
C: -0.12103 -0.03144 -0.15595
C: -1.70551 -0.38786 1.61400
H: 1.94113 -0.96408 0.92740
H: 1.54106 -2.20646 -0.37253
H: 2.12242 1.73712 -0.61975
H: 2.17385 0.87681 -2.08169
H: -0.24798 1.90445 -2.47289
H: 0.26112 2.85573 -1.06925
H: -1.86718 0.89310 1.55049
H: -1.82058 -2.39314 1.98786
N: 1.97512 -1.22794 -0.12995
N: 1.11800 -0.27013 -0.83716
N: -0.72190 -0.90434 0.60444
N: -2.14055 -1.25963 2.39521
O: -0.62311 1.09245 -0.55251

---

Stability, descending: *2*, *1*, *3*

---

*1*
The following is a DFT calculation (the ωB97M-V functional and the def2-TZVPD basis) of a molecular structure, H39O20.

Its charge is -1. As for the orbital gap: 9.90 eV.

CARTESIAN COORDINATES (ANGSTROEM)
O: -2.07231 0.91025 2.15781
H: 0.23554 -1.01458 1.95485
O: 5.26986 0.78024 -0.96939
H: 4.86822 -0.00147 -1.15946
H: 5.86673 1.15533 -1.36012
O: 2.00768 -0.03862 -0.48378
H: 2.62889 0.62739 -0.27930
H: 1.16415 0.26686 -0.13546
O: -2.51673 0.43456 -0.34448
H: -1.65580 0.64719 -0.07443
H: -0.87647 0.93704 1.83352
O: 0.22468 1.25352 1.16440
H: -2.21446 0.00169 2.57396
H: 0.06822 2.21300 1.15538
O: -5.54167 -0.59899 1.31050
H: -6.18994 -0.49646 0.63586
H: -3.02375 0.23066 0.49945
O: 2.17215 -2.37672 -1.94418
H: 2.71221 -2.36158 -2.70944
H: 2.01083 -1.61973 -1.57131
O: 1.14075 3.25770 -1.91593
H: 1.68172 1.40774 4.59841
H: -3.23780 3.20804 3.90972
O: -3.34305 -2.37804 -3.37070
H: -2.68402 -3.09289 -3.34727
H: -3.12491 -1.49521 -3.48983
O: -3.99451 2.24952 -1.99926
H: -4.52033 1.78583 -2.66495
H: -3.69742 1.59951 -1.38329
O: 1.73714 1.27018 5.53546
H: -0.80400 -1.52258 -1.61552
H: 1.77302 0.29533 5.55076
O: 0.75163 -0.68697 2.75660
H: 0.46993 0.38449 2.60774
H: -5.30588 0.00946 1.82380
O: -1.20464 -2.42676 -1.73695
H: -1.77244 -2.55845 -0.92344
H: 1.31090 2.34775 -1.69007
O: -2.30225 3.23004 3.44589
H: 1.91781 3.42995 -2.48111
H: -2.15450 2.36726 2.99988
O: 4.60462 -3.11274 -0.98165
H: 3.76859 -2.82307 -0.64319
H: 4.43426 -4.05785 -0.62004
O: 3.06928 2.69980 1.77393
H: 2.73259 2.52161 2.56596
H: 2.47143 2.28131 1.07039
O: 1.56736 -2.84549 1.54550
H: 2.40895 -2.56564 1.16070
H: 1.53429 -2.50830 2.48746
O: -5.19017 -0.58712 -2.34238
H: -4.29895 -0.91896 -1.83896
H: -5.25707 0.30405 -2.25843
O: -0.22335 -4.52600 -2.91075
H: -0.46120 -3.82718 -3.49325
H: -0.72795 -4.30588 -2.02639
O: 3.85021 3.47849 -0.80414
H: 4.64243 3.20646 -0.32486
H: 3.25270 4.04713 -0.42966

---

*2*
The following is a DFT calculation (the ωB97M-V functional and the def2-TZVPD basis) of a molecular structure, H39O20.

Its charge is -1. As for the orbital gap: 9.69 eV.

CARTESIAN COORDINATES (ANGSTROEM)
O: 2.93457 1.45830 -2.11464
H: 3.47166 0.65762 -2.19872
O: 3.13425 0.61219 0.16530
H: 2.92742 1.06224 -0.91734
H: 3.87326 0.08440 0.45162
O: 3.17195 4.15770 0.19689
H: 2.72005 3.52923 -0.37610
H: 3.82651 4.62382 -0.32292
O: 0.68849 0.38263 -2.56573
H: 0.27856 1.08644 -2.04352
H: 1.69619 0.70519 -2.45665
O: 0.47375 -0.96582 1.07954
H: 0.34616 -0.60999 0.18965
H: 1.02286 -0.37190 1.58621
O: -2.23163 2.08390 -0.94915
H: -2.07256 2.37585 -0.04515
H: -1.58528 1.36614 -0.93378
O: -1.16487 -3.66396 2.84290
H: -0.26566 -3.90059 2.58997
H: -1.22083 -4.00615 3.74019
O: 0.33164 1.57464 -0.18734
H: 0.18102 2.46005 0.21225
H: 1.26672 1.57365 -0.42099
O: -2.48437 -3.57056 -0.79994
H: -3.24074 -3.08407 -0.48044
H: -1.79285 -3.08243 -1.27462
O: -0.96405 3.99336 0.18706
H: -0.96591 4.08828 1.19592
H: -0.79144 4.85966 -0.18621
O: -2.14263 -1.41831 1.14988
H: -1.28981 -1.27286 0.69306
H: -1.86013 -2.04586 1.83121
O: 1.94850 2.35727 2.10685
H: 2.79139 2.81721 2.17729
H: 2.14156 1.64838 1.45695
O: 1.09864 -4.10997 -1.03278
H: 0.85783 -4.40621 -1.91875
H: 1.32339 -3.19013 -1.22051
O: -0.97733 -1.57568 -2.08986
H: -0.28245 -1.04530 -2.56918
H: -1.74927 -0.99739 -2.08919
O: -3.36703 -3.91500 -3.32765
H: -2.97375 -3.80531 -2.40532
H: -2.61159 -3.38546 -3.64763
O: -3.46891 0.96714 1.90795
H: -3.38436 1.21933 0.97966
H: -2.84288 0.22118 1.95146
O: -0.33719 3.55788 2.58298
H: 0.58634 3.31099 2.29333
H: -0.76759 2.72010 2.78491
O: 1.31507 2.67690 -5.12167
H: 2.13047 2.20633 -4.93845
H: 0.83054 2.79268 -4.30262
O: -1.98243 -2.07383 4.56525
H: -1.75676 -1.58719 3.76899
H: -2.84355 -1.73673 4.82897
O: 2.38952 -3.23392 1.07949
H: 2.00302 -2.34917 1.08910
H: 1.65653 -3.82687 1.25200

---

Stability, descending: *2*, *1*